Entry 1:
A 8-piece molecular cluster, C45H104F6N7O4P overall, computed with ωB97M-V/def2-TZVPD.

```
167
C45H104F6N7O4P ωB97M-V/def2-TZVPD
C -2.151 -0.995 -4.472
C -3.235 -0.973 -5.546
O -4.373 -0.611 -5.472
N -2.838 -1.731 -6.834
H -1.834 -1.793 -6.952
H -3.057 -2.715 -6.717
C -3.402 -1.133 -8.156
H -2.360 -0.222 -3.734
H -1.175 -0.768 -4.900
H -2.214 -1.999 -4.053
H -2.971 -0.140 -8.275
H -4.485 -1.014 -8.149
H -3.083 -1.763 -8.986
C -3.536 2.643 -2.505
C -4.101 3.418 -1.334
O -3.904 4.570 -1.151
N -4.807 2.489 -0.321
H -5.806 2.407 -0.476
H -4.497 1.528 -0.399
C -4.536 2.877 1.156
H -2.616 2.150 -2.186
H -3.145 3.328 -3.257
H -4.222 2.014 -3.073
H -3.498 2.742 1.455
H -5.086 2.143 1.745
H -4.996 3.854 1.295
C 2.338 0.364 -4.752
C 3.180 1.568 -5.142
O 3.293 2.523 -4.395
N 3.807 1.553 -6.537
H 4.731 1.934 -6.366
H 3.886 0.645 -6.979
C 3.081 2.641 -7.367
H 2.205 0.312 -3.672
H 2.976 -0.499 -4.947
H 1.370 0.382 -5.251
H 3.420 3.607 -6.999
H 2.022 2.414 -7.257
H 3.377 2.403 -8.388
C -0.330 6.032 -0.874
C 0.480 5.724 -2.155
O -0.022 5.150 -3.122
N 1.953 6.152 -2.220
H 1.962 6.965 -2.828
H 2.277 6.475 -1.317
C 2.838 5.170 -3.010
H -0.474 5.133 -0.275
H -1.340 6.279 -1.200
H 0.109 6.881 -0.351
H 2.551 5.124 -4.058
H 2.910 4.168 -2.589
H 3.875 5.507 -2.992
C -6.939 0.574 6.731
C -6.917 -0.867 6.124
C -6.331 -0.958 4.659
C -5.991 -2.401 4.232
N -5.373 -2.538 2.808
C -6.438 -2.383 1.754
C -6.921 -3.803 1.369
C -5.997 -4.748 2.154
C -4.778 -3.958 2.513
C -4.283 -1.520 2.448
C -3.111 -1.441 3.368
C -2.123 -0.373 2.912
H -5.957 0.914 7.060
H -7.700 0.685 7.502
H -7.223 1.256 5.929
H -7.945 -1.231 6.132
H -6.358 -1.561 6.752
H -5.399 -0.390 4.678
H -6.852 -0.464 3.837
H -6.850 -3.069 4.166
H -5.361 -2.803 5.026
H -6.137 -1.847 0.854
H -7.208 -1.729 2.162
H -6.663 -3.879 0.313
H -7.993 -3.945 1.499
H -5.738 -5.597 1.523
H -6.583 -5.002 3.038
H -4.244 -3.954 1.562
H -4.134 -4.155 3.369
H -4.868 -0.613 2.292
H -3.927 -1.813 1.460
H -2.734 -2.442 3.576
H -3.508 -1.033 4.299
H -1.357 -0.384 3.687
H -2.626 0.586 2.782
H -1.757 -0.561 1.902
C 2.211 -0.619 3.802
C 2.547 -0.831 2.310
C 2.329 -2.225 1.822
C 0.827 -2.488 1.800
N 0.529 -3.887 1.127
C -0.950 -4.268 1.242
C -1.640 -3.367 0.198
C -0.630 -3.284 -0.949
C 0.704 -3.850 -0.447
C 1.361 -5.082 1.716
C 1.188 -5.252 3.236
C 2.007 -6.387 3.646
H 1.178 -0.299 3.941
H 2.831 0.155 4.254
H 2.469 -1.534 4.335
H 3.612 -0.594 2.323
H 2.106 -0.098 1.635
H 2.798 -2.989 2.443
H 2.768 -2.393 0.838
H 0.317 -1.716 1.224
H 0.478 -2.507 2.832
H -0.954 -5.330 0.998
H -1.374 -4.131 2.236
H -2.630 -3.633 -0.171
H -1.681 -2.372 0.641
H -0.917 -3.896 -1.805
H -0.564 -2.258 -1.310
H 0.803 -4.860 -0.843
H 1.543 -3.218 -0.734
H 2.383 -4.756 1.522
H 1.177 -5.933 1.061
H 0.145 -5.561 3.321
H 1.306 -4.246 3.637
H 3.021 -6.443 3.248
H 1.418 -7.285 3.470
H 2.276 -6.316 4.701
C 5.097 -1.364 -2.703
C 5.675 -0.001 -2.389
C 5.030 0.591 -1.156
C 5.625 2.017 -0.901
N 5.462 2.502 0.554
C 6.114 3.885 0.470
C 7.614 3.800 0.972
C 7.506 2.595 1.898
C 6.399 1.635 1.455
C 4.055 2.473 1.059
C 3.956 2.880 2.530
C 2.466 3.008 2.917
H 4.023 -1.365 -2.506
H 5.517 -2.177 -2.111
H 5.275 -1.614 -3.749
H 5.672 0.682 -3.239
H 6.729 -0.088 -2.123
H 5.293 0.004 -0.276
H 3.964 0.725 -1.341
H 5.004 2.696 -1.484
H 6.701 2.108 -1.047
H 5.470 4.501 1.098
H 6.003 4.373 -0.499
H 8.050 4.564 1.615
H 8.355 3.593 0.200
H 7.216 2.807 2.928
H 8.482 2.110 1.916
H 5.884 1.099 2.251
H 6.870 0.802 0.933
H 3.656 1.473 0.890
H 3.352 3.060 0.467
H 4.451 3.823 2.768
H 4.368 2.141 3.216
H 1.925 3.810 2.413
H 2.297 3.411 3.916
H 2.028 2.014 2.832
P 0.449 1.118 -1.041
F -0.633 2.322 -1.134
F 0.811 1.543 0.492
F -0.585 0.041 -0.344
F 1.609 -0.016 -1.020
F 0.063 0.502 -2.475
F 1.491 2.204 -1.687
```

The net charge is +6. As for the strongest force on any atom: 4.397 eV/A. For the calculated total energy, the calculation gives -3399.60015 Eh. As for the HOMO-LUMO gap: 0.3258 Eh.

Atom charges from the Mulliken analysis, given in e for atoms 1 to 5: C -0.25; C 0.42; O -0.40; N -0.19; H 0.40

---

Entry 2:
C11H36AsF6O11 as an isolated structure, computed with ωB97M-V/def2-TZVPD.

```
65
C11H36AsF6O11 ωB97M-V/def2-TZVPD
As 0.479 0.466 1.776
F 1.781 1.501 1.045
F 0.443 1.633 3.192
F -0.840 -0.473 2.604
F 0.480 -0.718 0.365
F 1.635 -0.571 2.646
F -0.779 1.463 0.965
O -2.428 1.470 3.910
H -1.899 0.674 3.958
H -2.806 1.455 3.031
C 0.889 0.460 -3.290
C 0.175 -0.211 -4.420
C -1.363 -0.236 -4.243
O -1.868 0.287 -5.450
C -0.819 0.875 -6.168
O -0.913 1.345 -7.310
O 0.349 0.646 -5.518
H 0.833 -0.157 -2.393
H 0.448 1.437 -3.094
H 1.933 0.673 -3.520
H 0.635 -1.183 -4.599
H -1.712 0.346 -3.390
H -1.597 -1.287 -4.077
C 3.656 -1.643 5.265
O 3.718 -1.566 3.840
H 3.491 -0.625 5.618
H 2.883 -2.342 5.584
H 4.496 -2.127 5.763
H 2.892 -1.164 3.563
C -2.813 -2.742 0.250
O -2.905 -4.010 -0.229
H -3.071 -1.924 -0.423
H -3.447 -2.605 1.126
H -1.829 -2.576 0.690
H -3.176 -4.571 0.501
C -4.022 1.410 -0.387
O -3.514 0.402 -1.250
H -5.062 1.238 -0.112
H -3.327 1.541 0.443
H -4.117 2.349 -0.932
H -2.656 0.187 -0.879
C 0.167 -3.656 3.451
O 0.116 -4.016 4.792
H 1.179 -3.322 3.222
H -0.113 -4.461 2.772
H -0.524 -2.867 3.155
H -0.732 -3.837 5.205
C 3.647 3.811 0.024
O 2.649 4.228 0.926
H 3.154 3.377 -0.846
H 4.199 4.606 -0.478
H 4.379 3.095 0.397
H 1.910 3.621 0.842
C 0.038 4.260 -1.464
O -1.127 5.076 -1.235
H 0.032 4.135 -2.546
H 0.936 4.869 -1.367
H -0.017 3.257 -1.041
H -1.820 4.616 -1.715
C 1.533 -2.805 -1.444
O 0.177 -2.630 -1.550
H 1.945 -3.710 -0.997
H 1.942 -2.876 -2.451
H 2.150 -1.946 -1.182
H -0.073 -1.951 -0.919
```

The net charge is -1. As for the strongest force on any atom: 4.112 eV/A. For the calculated total energy, the calculation gives -4103.39436 Eh. As for the HOMO-LUMO gap: 0.3586 Eh.

Atom charges from the Mulliken analysis, given in e for atoms 1 to 5: As 2.03; F -0.48; F -0.53; F -0.57; F -0.38

---

Entry 3:
One molecule with the formula C3N2O, computed with ωB97M-V/def2-TZVPD.

```
6
C3N2O ωB97M-V/def2-TZVPD
N 2.391 -0.047 0.600
C 1.355 0.054 0.092
C -0.019 -0.036 -0.357
O 0.115 -1.211 -0.652
C -1.390 0.466 -0.016
N -2.453 0.774 0.333
```

The net charge is 0. As for the strongest force on any atom: 4.098 eV/A. For the calculated total energy, the calculation gives -298.94578 Eh. As for the HOMO-LUMO gap: 0.3448 Eh.

Atom charges from the Mulliken analysis, given in e for atoms 1 to 5: N -0.31; C 0.20; C 0.51; O -0.30; C 0.14

---

Entry 4:
C42H33N3P2TbTe as an isolated structure, computed with ωB97M-V/def2-TZVPD.

```
82
C42H33N3P2TbTe ωB97M-V/def2-TZVPD
Tb -12.358 -7.237 12.590
C -8.535 -3.280 10.230
C -9.242 -3.723 9.085
C -10.198 -4.738 9.186
C -10.469 -5.323 10.474
C -9.740 -4.876 11.593
C -8.798 -3.854 11.475
N -11.481 -6.287 10.650
N -12.019 -6.659 9.476
C -13.082 -7.533 9.534
C -13.576 -7.878 8.254
C -14.693 -8.693 8.142
C -15.299 -9.157 9.321
C -14.765 -8.833 10.576
C -13.655 -8.036 10.744
H -7.787 -2.509 10.136
H -9.015 -3.260 8.136
H -10.771 -5.119 8.347
H -9.936 -5.312 12.574
H -8.273 -3.517 12.358
H -13.073 -7.463 7.395
H -15.087 -8.963 7.172
H -16.189 -9.772 9.308
H -15.253 -9.241 11.465
Te -9.663 -5.901 15.926
C -9.502 -6.600 17.942
C -10.653 -6.854 18.722
C -10.479 -7.363 20.006
N -9.285 -7.613 20.544
C -8.200 -7.356 19.811
C -8.243 -6.845 18.511
C -11.407 -7.024 15.414
P -12.688 -5.931 15.032
C -12.933 -4.810 16.378
C -13.881 -5.072 17.379
C -13.951 -4.258 18.520
C -13.115 -3.145 18.652
C -12.204 -2.846 17.616
C -12.128 -3.661 16.486
C -14.158 -6.968 15.018
C -15.150 -6.854 14.009
C -16.257 -7.723 14.028
C -16.431 -8.668 15.055
C -15.460 -8.744 16.083
C -14.333 -7.909 16.062
P -10.618 -8.263 14.513
C -11.542 -9.730 13.897
C -10.688 -10.824 13.564
C -11.205 -12.033 13.084
C -12.591 -12.203 12.903
C -13.445 -11.146 13.244
C -12.940 -9.930 13.729
C -9.692 -9.118 15.759
C -10.489 -9.755 16.739
C -9.894 -10.371 17.834
C -8.500 -10.376 17.959
C -7.713 -9.787 16.937
C -8.295 -9.144 15.850
H -11.653 -6.706 18.326
H -11.346 -7.585 20.626
H -7.246 -7.534 20.293
H -7.330 -6.717 17.939
H -14.571 -5.900 17.260
H -14.689 -4.486 19.274
H -13.169 -2.529 19.540
H -11.579 -1.953 17.690
H -11.400 -3.450 15.708
H -15.035 -6.122 13.201
H -16.971 -7.674 13.217
H -17.298 -9.309 15.071
H -15.559 -9.482 16.869
H -13.588 -7.951 16.849
H -9.619 -10.717 13.689
H -10.504 -12.817 12.840
H -12.985 -13.137 12.534
H -14.521 -11.245 13.135
H -13.651 -9.131 13.943
H -11.578 -9.751 16.598
H -10.528 -10.824 18.586
H -8.030 -10.840 18.827
H -6.635 -9.857 16.994
H -7.682 -8.681 15.080
```

The net charge is +1. As for the strongest force on any atom: 4.303 eV/A. For the calculated total energy, the calculation gives -3559.36147 Eh. As for the HOMO-LUMO gap (spin up / spin down): 0.1771 / 0.1808 Eh. The spin multiplicity is 7.

Atom charges from the Mulliken analysis, given in e for atoms 1 to 5: Tb 0.37; C -0.45; C -0.69; C -0.39; C 0.36

---

Entry 5:
C24H29GeN9O4SSbSe4Zr as an isolated structure, computed with ωB97M-V/def2-TZVPD.

```
74
C24H29GeN9O4SSbSe4Zr ωB97M-V/def2-TZVPD
Zr 9.431 11.231 10.375
N 9.282 12.095 14.103
C 10.517 12.200 13.593
N 11.442 12.441 14.519
C 12.728 12.266 14.015
N 13.734 12.500 14.946
N 13.025 12.185 12.751
C 12.004 12.162 11.884
N 10.707 12.110 12.235
C 12.383 12.204 10.471
C 13.656 12.391 10.088
C 13.990 12.292 8.808
C 12.980 11.977 7.900
C 11.687 11.911 8.299
N 11.369 11.974 9.648
H 9.140 12.318 15.100
H 8.435 12.104 13.547
H 13.373 12.465 15.896
H 14.586 11.989 14.705
H 14.397 12.785 10.809
H 15.008 12.419 8.395
H 13.236 11.733 6.883
H 10.902 11.622 7.633
O 10.900 6.662 14.191
C 9.589 6.911 14.254
O 8.847 6.181 14.864
C 8.971 8.041 13.459
C 7.680 8.554 13.581
N 7.543 9.500 12.619
N 8.661 9.708 11.987
C 9.547 8.774 12.449
C 10.921 8.919 11.819
O 11.869 8.284 12.285
O 10.984 9.755 10.832
H 11.376 7.400 13.683
H 6.932 8.168 14.214
H 6.757 10.137 12.336
Se 5.276 10.971 6.455
Sb 7.626 11.236 7.014
Se 8.461 12.944 8.659
Se 8.564 9.332 8.574
Se 9.304 11.602 5.226
C 13.159 15.728 12.763
C 12.251 16.405 11.800
C 11.346 15.777 10.898
C 10.636 16.461 9.935
N 10.797 17.804 9.726
C 11.647 18.371 10.551
C 12.357 17.750 11.613
H 13.957 16.431 13.101
H 13.560 14.792 12.405
H 12.397 15.441 13.561
H 11.270 14.685 10.905
H 9.907 15.839 9.360
H 12.052 19.420 10.356
H 13.097 18.384 12.193
S 6.356 12.317 11.841
C 7.925 12.662 11.557
C 5.973 16.321 11.963
Ge 7.133 15.167 13.090
C 6.064 14.332 14.462
C 8.480 16.290 14.056
C 8.348 14.058 11.959
H 6.492 16.503 10.974
H 5.727 17.231 12.458
H 4.953 15.718 11.621
H 6.395 14.555 15.444
H 6.372 13.274 14.375
H 4.992 14.520 14.254
H 8.120 16.619 15.108
H 8.607 17.183 13.505
H 9.373 15.680 14.121
H 9.244 14.077 12.513
H 8.428 14.539 10.964
```

The net charge is -2. As for the strongest force on any atom: 5.125 eV/A. For the calculated total energy, the calculation gives -14094.17186 Eh. As for the HOMO-LUMO gap (spin up / spin down): 0.1855 / 0.2196 Eh. The spin multiplicity is 2.

Atom charges from the Mulliken analysis, given in e for atoms 1 to 5: Zr -0.03; N 0.12; C -0.52; N -0.81; C 0.13

---

Entry 6:
CH3O4PS as an isolated structure, computed with ωB97M-V/def2-TZVPD.

```
10
CH3O4PS ωB97M-V/def2-TZVPD
C 1.729 -0.096 0.043
O -0.854 1.111 1.007
O -2.970 -0.273 0.617
O -1.962 1.107 -1.296
O -0.561 -1.263 -0.675
P -1.795 0.450 0.041
S 0.694 -1.596 0.196
H 2.152 -0.030 -0.961
H 2.521 -0.136 0.792
H 1.044 0.726 0.236
```

The net charge is -2. As for the strongest force on any atom: 1.643 eV/A. For the calculated total energy, the calculation gives -1080.46411 Eh. As for the HOMO-LUMO gap: 0.1892 Eh.

Atom charges from the Mulliken analysis, given in e for atoms 1 to 5: C -0.71; O -0.72; O -0.73; O -0.73; O -0.59

---

Please write out number 4 again, unchanged.
C42H33N3P2TbTe as an isolated structure, computed with ωB97M-V/def2-TZVPD.

```
82
C42H33N3P2TbTe ωB97M-V/def2-TZVPD
Tb -12.358 -7.237 12.590
C -8.535 -3.280 10.230
C -9.242 -3.723 9.085
C -10.198 -4.738 9.186
C -10.469 -5.323 10.474
C -9.740 -4.876 11.593
C -8.798 -3.854 11.475
N -11.481 -6.287 10.650
N -12.019 -6.659 9.476
C -13.082 -7.533 9.534
C -13.576 -7.878 8.254
C -14.693 -8.693 8.142
C -15.299 -9.157 9.321
C -14.765 -8.833 10.576
C -13.655 -8.036 10.744
H -7.787 -2.509 10.136
H -9.015 -3.260 8.136
H -10.771 -5.119 8.347
H -9.936 -5.312 12.574
H -8.273 -3.517 12.358
H -13.073 -7.463 7.395
H -15.087 -8.963 7.172
H -16.189 -9.772 9.308
H -15.253 -9.241 11.465
Te -9.663 -5.901 15.926
C -9.502 -6.600 17.942
C -10.653 -6.854 18.722
C -10.479 -7.363 20.006
N -9.285 -7.613 20.544
C -8.200 -7.356 19.811
C -8.243 -6.845 18.511
C -11.407 -7.024 15.414
P -12.688 -5.931 15.032
C -12.933 -4.810 16.378
C -13.881 -5.072 17.379
C -13.951 -4.258 18.520
C -13.115 -3.145 18.652
C -12.204 -2.846 17.616
C -12.128 -3.661 16.486
C -14.158 -6.968 15.018
C -15.150 -6.854 14.009
C -16.257 -7.723 14.028
C -16.431 -8.668 15.055
C -15.460 -8.744 16.083
C -14.333 -7.909 16.062
P -10.618 -8.263 14.513
C -11.542 -9.730 13.897
C -10.688 -10.824 13.564
C -11.205 -12.033 13.084
C -12.591 -12.203 12.903
C -13.445 -11.146 13.244
C -12.940 -9.930 13.729
C -9.692 -9.118 15.759
C -10.489 -9.755 16.739
C -9.894 -10.371 17.834
C -8.500 -10.376 17.959
C -7.713 -9.787 16.937
C -8.295 -9.144 15.850
H -11.653 -6.706 18.326
H -11.346 -7.585 20.626
H -7.246 -7.534 20.293
H -7.330 -6.717 17.939
H -14.571 -5.900 17.260
H -14.689 -4.486 19.274
H -13.169 -2.529 19.540
H -11.579 -1.953 17.690
H -11.400 -3.450 15.708
H -15.035 -6.122 13.201
H -16.971 -7.674 13.217
H -17.298 -9.309 15.071
H -15.559 -9.482 16.869
H -13.588 -7.951 16.849
H -9.619 -10.717 13.689
H -10.504 -12.817 12.840
H -12.985 -13.137 12.534
H -14.521 -11.245 13.135
H -13.651 -9.131 13.943
H -11.578 -9.751 16.598
H -10.528 -10.824 18.586
H -8.030 -10.840 18.827
H -6.635 -9.857 16.994
H -7.682 -8.681 15.080
```

The net charge is +1. As for the strongest force on any atom: 4.303 eV/A. For the calculated total energy, the calculation gives -3559.36147 Eh. As for the HOMO-LUMO gap (spin up / spin down): 0.1771 / 0.1808 Eh. The spin multiplicity is 7.

Atom charges from the Mulliken analysis, given in e for atoms 1 to 5: Tb 0.37; C -0.45; C -0.69; C -0.39; C 0.36